Entry 1:
Computed, not measured: C31H33N3PPdSb as an isolated structure, with ωB97M-V/def2-TZVPD.

Charge   +2
ΔE to the lowest compared entry with this formula, charge and spin   19.6 kcal per mole
Frontier orbital gap (alpha / beta)   5.66 / 5.63 eV
DFT total energy   -2074.30467 a.u.
HOMO (alpha / beta)   -0.493 / -0.493 Eh

XYZ file:
```
70
Properties=species:S:1:pos:R:3:forces:R:3:nbo_charge:R:1
Pd 0.619208 0.271010 0.535807 -0.7 0.3 0.0 0.6257
N -1.332952 -2.243608 2.084831 0.0 0.0 0.0 -0.5690
C -0.976017 -1.238084 2.966861 0.0 0.0 -0.1 0.4037
C -1.124810 -1.525614 4.333848 0.0 0.0 0.0 -0.2656
C -0.816211 -0.565608 5.260425 0.0 0.0 0.1 -0.1071
C -0.351716 0.679230 4.826052 0.0 0.0 0.0 -0.2546
C -0.222525 0.873190 3.479507 0.0 -0.1 -0.1 0.0370
N -0.528827 -0.059533 2.542041 0.1 0.3 0.2 -0.5803
C -1.328492 -2.392609 0.703249 0.0 0.1 0.2 0.3960
C -2.002865 -3.519399 0.207763 0.0 0.0 0.0 -0.2604
C -2.025065 -3.752582 -1.141558 0.0 0.0 0.0 -0.1077
C -1.373483 -2.859561 -1.995160 0.0 0.0 0.0 -0.2529
C -0.735534 -1.790232 -1.429996 0.1 0.0 0.0 0.0397
N -0.701280 -1.539692 -0.100010 0.0 0.2 -0.3 -0.5586
H -1.757465 -3.028934 2.551061 0.0 0.0 0.0 0.4162
H -1.485553 -2.498412 4.642317 0.0 0.0 0.0 0.2367
H -0.929584 -0.775760 6.315798 0.0 0.0 0.0 0.2498
H -0.096123 1.464572 5.522071 0.0 0.0 0.0 0.2490
H 0.153645 1.813224 3.098986 0.0 0.0 0.0 0.2015
H -2.499202 -4.192521 0.895013 0.0 0.0 0.0 0.2360
H -2.542589 -4.618170 -1.533618 0.0 0.0 0.0 0.2496
H -1.359301 -3.002324 -3.065766 0.0 0.0 0.0 0.2494
H -0.192541 -1.087575 -2.050181 0.0 0.0 0.0 0.2091
C -0.107418 2.506944 -1.837193 -0.1 0.0 -0.1 -0.9966
P -0.708176 1.846430 -0.289996 0.3 -0.5 0.3 1.4138
C -2.352500 1.191564 -0.553269 -0.1 0.0 0.0 -0.9877
C -0.838512 3.188627 0.885556 0.0 0.1 0.0 -1.0005
H -0.842200 3.236889 -2.188469 0.0 0.0 0.0 0.2779
H -0.001743 1.709593 -2.571695 0.0 0.0 0.0 0.2756
H 0.851610 2.994865 -1.687549 0.0 0.0 0.0 0.2800
H -2.997448 2.023759 -0.848047 0.0 0.0 0.0 0.2759
H -2.726764 0.749473 0.369223 0.0 0.0 0.0 0.2749
H -2.349057 0.438862 -1.338972 0.0 0.0 0.0 0.2741
H -1.394595 3.992531 0.395954 0.0 0.0 0.1 0.2798
H 0.149457 3.555664 1.167038 0.0 0.0 0.0 0.2810
H -1.380280 2.860914 1.771670 0.0 0.0 0.0 0.2728
C 7.025701 0.199896 -3.548915 0.0 0.0 0.0 -0.1631
C 6.923149 0.482262 -2.191101 0.0 0.0 0.0 -0.2174
C 5.690769 0.412728 -1.559515 0.0 0.0 -0.1 -0.1717
C 4.560919 0.057130 -2.295239 0.1 0.1 0.0 -0.3812
C 4.660523 -0.219834 -3.655670 0.0 0.0 0.1 -0.2264
C 5.900769 -0.149287 -4.279957 0.0 0.0 0.0 -0.1981
Sb 2.701597 -0.097494 -1.310188 0.4 -0.2 -0.4 1.0582
C 2.920230 1.642006 -0.021741 -0.2 -0.1 0.1 -0.3729
C 3.176940 2.863084 -0.660986 -0.1 0.1 0.0 -0.2058
C 3.226302 4.044981 0.056892 0.0 0.0 0.0 -0.1867
C 2.982953 4.051188 1.432993 0.0 0.0 0.0 -0.2005
C 2.724565 2.862414 2.084501 -0.1 0.0 0.0 -0.1990
C 2.694709 1.659044 1.365437 0.1 -0.1 0.0 -0.3154
C 3.242563 -1.586782 0.112609 -0.1 -0.1 0.2 -0.3982
C 2.456128 -1.784675 1.249096 0.0 0.1 -0.1 -0.2056
C 2.721787 -2.768750 2.186150 0.1 0.0 -0.1 -0.2112
C 3.815395 -3.600140 1.978150 0.0 0.0 0.0 -0.1790
C 4.608516 -3.435290 0.851937 0.0 0.0 0.0 -0.1978
C 4.327912 -2.436871 -0.074533 0.0 0.0 0.0 -0.1376
H 7.989312 0.255070 -4.037605 0.0 0.0 0.0 0.2341
H 7.804610 0.755286 -1.625940 0.0 0.0 0.0 0.2326
H 5.618225 0.633615 -0.500419 0.0 0.0 0.0 0.2100
H 3.785839 -0.492428 -4.234553 0.0 0.0 0.0 0.2192
H 5.985226 -0.365158 -5.336759 0.0 0.0 0.0 0.2344
H 3.384061 2.885276 -1.726424 0.0 0.0 0.0 0.2245
H 3.472229 4.970105 -0.449475 0.0 0.0 0.0 0.2412
H 3.035800 4.977979 1.988855 0.0 0.0 0.0 0.2429
H 2.580352 2.849376 3.158073 0.0 0.0 0.0 0.2322
H 2.648121 0.737170 1.936324 0.1 0.0 0.0 0.2338
H 1.576642 -1.158426 1.473525 0.1 -0.2 0.2 0.1159
H 2.099889 -2.882729 3.064917 0.0 0.0 0.0 0.2254
H 4.048951 -4.374009 2.697493 0.0 0.0 0.0 0.2371
H 5.456119 -4.088979 0.693496 0.0 0.0 0.0 0.2378
H 4.965004 -2.322878 -0.943119 0.0 0.0 0.0 0.2242
```
Positions in Å, forces in eV/Å.

Entry 2:
Computed, not measured: C31H33N5O3SSbTi as an isolated structure, with ωB97M-V/def2-TZVPD.

Charge   +1
ΔE to the lowest compared entry with this formula, charge and spin   15.9 kcal per mole
Frontier orbital gap   7.14 eV
DFT total energy   -3188.34771 a.u.
HOMO   -0.395 Eh

XYZ file:
```
75
Properties=species:S:1:pos:R:3:forces:R:3:mulliken_charge:R:1
Ti 0.657025 -0.383507 0.933186 0.1 0.2 -0.6 -0.7629
O 2.443758 -0.531348 0.916661 0.3 -0.3 0.4 0.1298
C 3.404994 -1.117829 1.645958 -0.1 0.0 0.0 0.1877
C 4.705395 -1.158829 1.173440 0.1 0.1 -0.1 -0.8410
C 5.705048 -1.700561 1.961510 0.0 0.0 0.0 -0.4306
C 5.430424 -2.195339 3.235035 0.0 0.0 0.0 -0.8729
C 4.133489 -2.175939 3.695195 0.0 0.0 0.0 -0.8789
C 3.097086 -1.666604 2.901698 -0.2 0.0 0.2 0.9742
C 1.749187 -1.733908 3.414573 0.1 -0.1 -0.1 -0.1814
N 0.677734 -1.425589 2.777457 0.0 0.2 0.2 0.8423
C -0.621629 -1.521943 3.477582 0.0 0.1 0.0 -0.9445
C -1.626301 -0.594339 2.778624 0.1 -0.2 0.0 -0.8977
N -1.382705 -0.858308 1.355442 0.0 -0.2 0.6 0.6490
C -2.133582 -1.726055 0.777602 0.0 0.0 -0.2 -0.6254
C -1.768701 -2.506478 -0.378456 -0.1 0.1 0.1 0.8615
C -2.723048 -3.321659 -1.003780 0.0 0.0 0.0 -0.7437
C -2.347311 -4.223674 -1.971899 0.0 0.0 0.0 -0.8647
C -0.993139 -4.348952 -2.298452 0.0 0.0 0.0 -0.5754
C -0.035401 -3.566927 -1.684303 0.1 0.0 -0.1 -0.9161
C -0.417083 -2.618912 -0.739510 0.0 0.1 0.1 0.2464
O 0.504829 -1.852753 -0.161659 -0.4 -0.3 -0.4 0.6120
H 4.918229 -0.740324 0.198976 0.0 0.0 0.0 0.4948
H 6.718646 -1.727626 1.583604 0.0 0.0 0.0 0.4370
H 6.226453 -2.580565 3.855291 0.0 0.0 0.0 0.4211
H 3.896690 -2.553329 4.682944 0.0 0.0 0.0 0.4185
H 1.650535 -2.107126 4.434842 0.0 0.0 0.0 0.3845
H -0.520539 -1.272603 4.533805 0.1 0.0 0.0 0.6131
H -0.980794 -2.549553 3.388920 0.0 0.0 0.0 0.3503
H -1.408543 0.442801 3.015163 -0.1 0.0 0.0 0.2389
H -2.644181 -0.844774 3.081107 0.0 0.0 0.0 0.5343
H -3.086808 -1.976416 1.249313 0.0 0.0 0.0 0.3809
H -3.763081 -3.228222 -0.712893 0.0 0.0 0.0 0.4521
H -3.084544 -4.846546 -2.458161 0.0 0.0 0.0 0.4370
H -0.689170 -5.071794 -3.044516 0.0 0.0 0.0 0.4469
H 1.014855 -3.658256 -1.929126 0.0 0.0 0.0 0.5868
N 0.824560 1.143211 2.397687 0.0 0.1 0.4 -0.5144
C 1.842589 1.695737 2.587631 0.1 0.1 0.3 0.8067
C 3.010671 2.371885 2.774403 0.0 0.2 -0.1 -0.0500
C 4.091821 1.769903 3.476123 -0.1 0.1 0.0 0.0321
N 4.949259 1.244850 4.037727 0.0 0.0 0.0 -0.4914
C 3.072623 3.648927 2.142958 0.0 -0.1 0.0 0.1074
N 3.009118 4.655392 1.584662 0.0 0.0 0.0 -0.5254
C 2.082218 -1.077861 -4.299107 0.1 0.0 0.0 -1.2755
Sb 1.583433 0.134251 -2.592891 -0.2 0.0 -0.7 0.6943
C 1.611652 1.937345 -3.783768 0.2 0.0 0.1 -1.3670
C -0.522205 -0.235226 -2.955937 0.0 0.0 0.1 -1.1211
H 1.491599 -0.737293 -5.149355 0.0 0.0 0.0 0.3978
H 1.858054 -2.125942 -4.101229 0.0 0.0 0.0 0.3123
H 3.140864 -0.984147 -4.539518 0.0 0.0 0.0 0.3616
H 0.675562 2.034683 -4.332314 0.0 0.0 0.0 0.3939
H 2.424791 1.839478 -4.503581 0.0 0.0 0.0 0.4303
H 1.793532 2.836818 -3.196974 0.0 0.0 0.0 0.3139
H -0.863005 0.409189 -3.766995 0.0 0.0 0.0 0.6547
H -1.128021 -0.056609 -2.068800 0.0 0.0 0.0 -0.0550
H -0.651682 -1.273052 -3.263582 0.0 0.0 0.0 0.3990
C -6.319097 2.479763 -1.452304 0.0 0.0 0.0 -1.5109
C -4.881732 2.528494 -1.017140 0.0 0.0 0.0 0.8991
C -3.848402 2.374622 -1.944390 0.0 0.0 0.0 -1.0191
C -2.523802 2.399592 -1.552485 0.0 0.0 0.0 -0.1935
C -2.224611 2.568114 -0.204795 -0.2 0.0 0.1 0.7254
C -3.234580 2.720023 0.738934 0.0 0.0 0.0 -0.5145
C -4.556437 2.710457 0.324845 0.0 0.0 0.0 -0.7677
S -0.579926 2.554175 0.411724 0.0 -0.2 -0.4 0.2998
C 0.224522 3.719713 -0.666530 0.1 0.1 0.0 -1.0765
O 0.002722 1.193889 -0.093583 0.0 0.0 0.1 -0.1853
H -6.411277 2.580197 -2.531925 0.0 0.0 0.0 0.3646
H -6.899269 3.270633 -0.977584 0.0 0.0 0.0 0.3892
H -6.768527 1.527545 -1.163479 0.0 0.0 0.0 0.3124
H -4.087719 2.238929 -2.991764 0.0 0.0 0.0 0.3752
H -1.739418 2.280046 -2.288371 0.0 0.0 0.0 0.1134
H -2.983607 2.859633 1.783970 0.0 0.0 0.0 0.4866
H -5.346242 2.850778 1.052772 0.0 0.0 0.0 0.4231
H -0.150827 3.629642 -1.681714 0.1 0.0 0.0 0.3424
H 1.293212 3.512728 -0.615628 0.0 0.0 0.1 0.3933
H 0.029776 4.713244 -0.262887 0.0 0.0 0.0 0.4746
```
Positions in Å, forces in eV/Å.

Entry 3:
Computed, not measured: C31H33N6PSV as an isolated structure, with ωB97M-V/def2-TZVPD.

Charge   +2
ΔE to the lowest compared entry with this formula, charge and spin   0.6 kcal per mole
Frontier orbital gap (alpha / beta)   7.00 / 7.43 eV
DFT total energy   -3212.69548 a.u.
Multiplicity   2
HOMO (alpha / beta)   -0.522 / -0.524 Eh

XYZ file:
```
73
Properties=species:S:1:pos:R:3:forces:R:3:mulliken_charge:R:1
V -0.010108 0.911630 0.621538 0.2 -0.4 0.2 -0.1270
C 0.647865 4.687679 2.619258 0.0 0.0 0.0 -1.8801
C 0.193326 3.308098 2.329590 0.0 0.1 0.0 0.2659
N 0.219213 2.734919 1.196184 -0.1 -0.4 -0.1 1.5701
N 0.678589 2.952772 -0.055414 0.0 0.2 -0.1 -1.3741
C 1.938547 2.405096 -0.211692 -0.1 0.0 0.0 0.4062
N 2.603649 2.805139 -1.274868 0.0 0.0 0.0 -0.1220
S 2.437767 1.147734 0.831675 0.0 0.0 0.0 -0.2089
C -0.322093 2.344359 3.330217 0.0 0.0 -0.1 0.8630
C -0.569784 2.655132 4.646311 0.0 0.0 0.0 -0.8590
C -1.022612 1.644943 5.492039 0.0 0.0 0.0 -0.5708
C -1.199517 0.376763 4.979569 0.0 0.0 0.0 -0.8337
C -0.918366 0.139926 3.636853 0.0 0.0 0.0 0.0521
N -0.489398 1.096792 2.821626 0.0 -0.1 0.0 -0.1178
H 1.144629 5.122233 1.755818 0.0 0.0 0.0 0.3834
H 1.328282 4.684817 3.471544 0.0 0.0 0.0 0.4310
H -0.211057 5.310156 2.881256 0.0 0.0 0.0 0.3779
H 2.201563 3.505590 -1.882236 0.0 0.0 0.0 0.2344
H 3.475046 2.369118 -1.530581 0.0 0.0 0.0 0.2636
H -0.414885 3.661358 5.010937 0.0 0.0 0.0 0.5307
H -1.227973 1.855614 6.532744 0.0 0.0 0.0 0.4580
H -1.545457 -0.436986 5.600797 0.0 0.0 0.0 0.4764
H -1.023560 -0.843505 3.199603 0.0 0.0 0.0 0.2830
N -1.581906 -0.303034 -1.838033 -0.1 0.1 0.0 0.2597
P 0.082155 0.017977 -1.699324 0.1 0.0 0.2 1.5750
C 0.453909 1.138931 -3.064299 -0.1 0.1 0.0 0.6303
C -0.232041 2.358949 -3.083483 0.0 0.0 0.0 -0.6442
C 0.008753 3.274968 -4.092581 0.0 0.0 0.0 -0.7948
C 0.943304 2.984437 -5.082596 0.0 0.0 0.0 -0.6031
C 1.620335 1.774904 -5.069951 0.0 0.0 0.0 -0.7880
C 1.375377 0.845888 -4.065554 0.0 0.0 0.0 -0.6251
C 0.939816 -1.517231 -2.054786 0.0 0.0 0.0 0.3987
C 2.317943 -1.555653 -1.842998 0.0 0.0 0.0 -0.1785
C 3.038622 -2.689039 -2.181941 0.0 0.0 0.0 -0.7715
C 2.387006 -3.788830 -2.726947 0.0 0.0 0.0 -0.7080
C 1.013442 -3.759468 -2.918261 0.0 0.0 0.0 -0.6337
C 0.286168 -2.625396 -2.582944 0.0 0.0 0.0 -0.6399
C -2.494962 0.318562 -1.017540 0.1 0.0 0.0 0.3585
C -3.861883 0.255158 -1.307023 0.0 0.0 0.0 -1.2041
C -4.749672 0.901731 -0.486606 0.0 0.0 0.0 -0.3453
C -4.278096 1.614408 0.621692 0.0 0.0 0.0 -1.0439
C -2.934438 1.626735 0.852425 0.0 0.0 0.0 -0.4324
N -2.034504 0.986722 0.058739 0.1 0.1 0.0 0.6562
H -1.958394 -0.651026 -2.710321 0.0 0.0 0.0 0.4220
H -0.952091 2.594736 -2.308842 0.0 0.0 0.0 0.2848
H -0.532294 4.211666 -4.113873 0.0 0.0 0.0 0.4419
H 1.131828 3.700635 -5.871224 0.0 0.0 0.0 0.4348
H 2.334141 1.544212 -5.849160 0.0 0.0 0.0 0.4496
H 1.897188 -0.101879 -4.072116 0.0 0.0 0.0 0.4195
H 2.827931 -0.705738 -1.403916 0.0 0.0 0.0 0.2304
H 4.107484 -2.716151 -2.018300 0.0 0.0 0.0 0.4676
H 2.950383 -4.672501 -2.994955 0.0 0.0 0.0 0.4090
H 0.503760 -4.619214 -3.332100 0.0 0.0 0.0 0.4477
H -0.786465 -2.625270 -2.728412 0.0 0.0 0.0 0.3532
H -4.197987 -0.296655 -2.174132 0.0 0.0 0.0 0.4929
H -5.809287 0.863191 -0.701482 0.0 0.0 0.0 0.4557
H -4.949493 2.141820 1.282250 0.0 0.0 0.0 0.4812
H -2.520912 2.158079 1.697299 0.0 0.0 0.0 0.3454
C 0.245909 -3.819524 3.142278 0.0 0.0 0.0 -1.7266
C 0.369574 -3.613818 1.626791 0.0 0.0 0.0 1.8490
C 1.731891 -4.119659 1.128993 0.0 0.0 0.0 -1.3762
C -0.761574 -4.354024 0.895284 0.0 0.0 0.0 -1.4405
C 0.260889 -2.184945 1.314367 0.0 0.0 0.0 0.7551
C 0.162855 -1.000941 1.038920 -0.1 0.4 -0.1 -0.3318
H 0.357560 -4.878088 3.377466 0.0 0.0 0.0 0.4450
H -0.732774 -3.495966 3.501869 0.0 0.0 0.0 0.3527
H 1.019583 -3.267284 3.676899 0.0 0.0 0.0 0.3533
H 1.814462 -5.188165 1.331057 0.0 0.0 0.0 0.4867
H 2.550747 -3.609352 1.636838 0.0 0.0 0.0 0.3677
H 1.832164 -3.958852 0.055519 0.0 0.0 0.0 0.1432
H -0.695712 -5.419072 1.120015 0.0 0.0 0.0 0.4288
H -0.673976 -4.221157 -0.183275 0.0 0.0 0.0 0.2130
H -1.740365 -3.995168 1.215485 0.0 0.0 0.0 0.3766
```
Positions in Å, forces in eV/Å.